2 unconnected molecules or ions with the total composition C43H49F6N4 in a non-equilibrium geometry. Source: the Open Molecules 2025 dataset; level of theory: ωB97M-V with the def2-TZVPD basis set.

Properties
- Spin multiplicity: 1
- LUMO level: -4.68 eV
- Orbital gap: 0.150 Eh
- Energy above the lowest of the compared OMol25 structures with the same formula, charge and spin: 70.6 kJ/mol
- Highest occupied orbital energy: -8.75 eV
- Charge: +1
- Max |F|: 0.075 Eh/bohr

The geometry in XYZ format:
```
102
Properties=species:S:1:pos:R:3:forces:R:3
C 1.619327 -0.995623 -3.367565 -0.1695 -0.1626 -0.2672
C 2.125283 -1.766355 -2.156917 -0.4266 -0.1132 0.6030
C 3.640050 -1.914589 -2.209923 0.0620 -0.1022 -0.0150
C 1.341567 -3.073190 -1.958388 -0.0931 0.3441 -0.0705
C 1.758507 -4.248762 -2.579529 -0.3095 -0.2496 0.1173
C 0.937178 -5.380595 -2.573478 -0.0251 0.1995 0.0183
C -0.312279 -5.361658 -1.954317 0.4503 0.1137 -0.2117
C -0.752381 -4.216278 -1.302790 -0.1797 0.0193 0.5496
C -2.112615 -4.271175 -0.587851 0.2895 0.4178 0.1021
C -2.089286 -5.200711 0.619815 0.2513 -0.1224 0.1415
C -3.254625 -4.688225 -1.504895 0.0324 0.1582 -0.2272
C 0.106029 -3.093955 -1.269834 -0.1302 -0.4203 -0.5671
N -0.364720 -1.912901 -0.611257 -0.6369 1.7083 0.2907
N -1.589799 -1.424554 -0.955354 -0.0537 1.5811 1.1439
N -1.768379 -0.320900 -0.188203 1.7047 -2.4891 -0.8595
C -2.968011 0.457172 -0.329842 -0.8974 0.3307 -0.1274
C -3.839283 0.613508 0.779445 0.2043 -0.2073 0.1830
C -3.676772 -0.238847 2.050467 0.5289 0.6133 -0.1639
C -4.013550 -1.710881 1.834280 -0.0449 -0.1882 -0.3729
C -4.505039 0.240278 3.235527 0.0428 0.1244 0.1039
C -4.869597 1.548393 0.669306 -0.0435 -0.2622 -0.1915
C -5.147477 2.144942 -0.562672 -0.0164 0.2192 0.0079
C -4.365454 1.878247 -1.679166 -0.0609 -0.0037 0.1524
C -3.242904 1.049586 -1.574270 0.2552 0.2048 -0.1499
C -2.357974 0.881613 -2.810753 0.1922 -0.1828 0.3197
C -1.709397 2.196484 -3.241261 0.0318 0.1863 0.0907
C -3.144624 0.303999 -3.984499 -0.1223 -0.1988 0.1013
C -0.664301 -0.097781 0.611357 -2.0924 0.9170 -0.6502
C -0.535101 1.048677 1.487526 0.5174 0.8250 0.6554
C -0.781144 2.373836 1.066530 0.0056 -1.2197 -0.0258
C -0.719235 3.410040 1.972209 0.0698 0.3487 0.0811
C -0.810109 4.806919 1.426056 -0.4372 0.9043 -0.3590
F -1.385634 5.680871 2.295050 0.5525 -0.7262 -0.7720
F 0.451625 5.290910 1.145007 -0.9561 -0.2873 0.1547
F -1.522233 4.850871 0.253318 0.8017 0.0863 1.2182
C -0.517624 3.177316 3.326544 -0.1506 0.1399 -0.0428
C -0.264910 1.876283 3.742778 0.2653 0.0167 0.1023
C -0.190781 1.559453 5.212014 -0.0843 -0.2290 0.9865
F -0.203731 0.209177 5.446181 0.0882 1.4129 -0.1428
F 0.945279 2.065029 5.786043 -0.7981 -0.4141 -0.3254
F -1.255896 2.102576 5.880095 1.0986 -0.5311 -0.5973
C -0.117161 0.854659 2.825834 -0.5896 -0.3342 -0.7836
C 0.261143 -1.083800 0.341221 2.4234 -1.2630 0.0899
C 1.576361 -1.150904 0.827221 -0.8382 -0.3715 -0.3272
H 0.542615 -0.802370 -3.294604 0.1269 -0.0266 -0.0509
H 2.140685 -0.035190 -3.440656 -0.0674 -0.0990 -0.0660
H 1.803090 -1.573483 -4.280971 -0.0634 0.1884 0.0146
H 1.918565 -1.148124 -1.286070 0.0662 0.0645 -0.2383
H 4.021516 -2.515471 -1.376936 -0.0443 0.0053 -0.1501
H 3.958958 -2.365529 -3.155486 0.1040 0.0230 0.1508
H 4.096620 -0.918055 -2.137334 -0.0564 -0.2003 -0.1057
H 2.722796 -4.268521 -3.092555 -0.3593 -0.0427 0.1210
H 1.258226 -6.275010 -3.090065 0.0623 -0.0389 0.0318
H -0.958211 -6.243494 -1.965286 0.3202 0.2679 -0.0674
H -2.323845 -3.260718 -0.240676 -0.0877 -0.3060 0.0375
H -1.277598 -4.943250 1.308601 -0.0857 -0.0956 -0.0630
H -3.039396 -5.132904 1.166817 0.2034 -0.0731 -0.1458
H -1.948537 -6.235544 0.281422 -0.0326 0.1225 0.2265
H -3.363178 -3.986593 -2.338220 -0.0138 -0.1598 0.0287
H -3.065412 -5.692331 -1.902019 -0.2315 0.1627 -0.0027
H -4.193788 -4.696909 -0.936125 0.1940 -0.0794 -0.1757
H -2.613918 -0.147286 2.319317 -0.2504 -0.2202 0.1317
H -3.442280 -2.168970 1.022261 -0.0384 0.0843 0.1068
H -3.811761 -2.267505 2.756343 -0.0756 0.0413 -0.1780
H -5.079467 -1.810844 1.585478 0.2230 -0.0345 0.0885
H -4.405282 1.312635 3.418952 0.0060 -0.0621 0.0322
H -5.562966 0.002996 3.074603 0.1167 0.1143 0.1051
H -4.169813 -0.291029 4.133808 -0.1470 0.1067 -0.1332
H -5.480396 1.789678 1.547500 0.1829 -0.2431 -0.5304
H -5.994223 2.827735 -0.643472 0.2435 -0.1480 0.0081
H -4.596029 2.338874 -2.650556 0.0605 -0.2145 0.5827
H -1.572354 0.169664 -2.543162 -0.0413 0.1642 -0.2171
H -1.183878 2.683092 -2.409581 -0.0696 -0.0303 -0.1532
H -0.983041 2.008923 -4.045047 -0.2259 0.0976 0.1793
H -2.477716 2.889185 -3.613567 0.2780 -0.0746 0.0612
H -3.561052 -0.674377 -3.724629 0.0126 0.1132 -0.1018
H -3.971255 0.976806 -4.240324 0.1270 -0.1874 -0.1221
H -2.494588 0.187685 -4.860666 -0.1663 0.0486 0.1697
H -1.012037 2.572862 0.029049 -0.0712 -0.0258 -0.0060
H -0.566878 3.988078 4.041845 -0.0526 -0.0028 -0.0056
H 0.228989 -0.129199 3.132625 -0.4175 0.0760 0.0679
H 1.795806 -0.560675 1.713099 0.1781 -0.2978 -0.2498
H 2.277787 -1.889641 0.423453 -0.3770 0.3190 0.6939
C 3.244093 3.229203 0.631613 -0.4823 0.2746 -0.2876
N 4.334470 2.637792 1.438490 -1.4581 -2.2491 2.7985
C 5.671003 2.559410 0.903261 1.6747 -0.2022 -0.6449
C 6.164793 1.293179 0.548004 -0.5109 0.0974 0.0307
C 7.370052 1.158249 -0.136671 0.3318 0.4082 0.1138
C 8.172101 2.283211 -0.377720 -0.5143 -0.0094 0.2120
C 7.733706 3.545953 0.053572 -0.0830 -0.5519 -0.0418
C 6.483092 3.687293 0.665267 -0.4395 -0.0507 0.1508
C 3.972863 1.931530 2.518856 1.5288 2.6606 -1.5565
H 3.590852 3.344686 -0.394915 -0.0323 -0.1079 0.1415
H 2.383824 2.541188 0.674090 0.3470 0.2450 -0.1386
H 2.916550 4.209234 1.005832 0.3610 -0.2850 0.0968
H 5.564667 0.416005 0.787181 0.0548 0.1039 -0.2514
H 7.694404 0.175269 -0.481695 -0.1178 0.2749 0.2308
H 9.130113 2.170104 -0.891481 -0.3714 0.0910 0.1884
H 8.382074 4.410721 -0.102043 -0.3738 -0.2002 0.1115
H 6.155806 4.673369 0.988263 -0.0140 -0.1428 -0.1180
H 4.766234 1.526141 3.166110 -0.4499 -0.0904 -0.5983
H 2.942229 2.023122 2.885757 0.3075 -0.3960 -0.4766
```
Positions in Å, forces in eV/Å.